{
  "formula": "C38H100N8O11",
  "method": "ωB97M-V with the def2-TZVPD basis set",
  "species": ["C", "O", "C", "C", "C", "N", "H", "H", "H", "H", "H", "H", "H", "H", "H", "H", "H", "C", "O", "C", "C", "C", "N", "H", "H", "H", "H", "H", "H", "H", "H", "H", "H", "H", "C", "O", "C", "C", "C", "N", "H", "H", "H", "H", "H", "H", "H", "H", "H", "H", "H", "C", "O", "C", "C", "C", "N", "H", "H", "H", "H", "H", "H", "H", "H", "H", "H", "H", "C", "O", "C", "C", "C", "N", "H", "H", "H", "H", "H", "H", "H", "H", "H", "H", "H", "C", "O", "C", "C", "N", "C", "C", "O", "C", "H", "H", "H", "H", "H", "H", "H", "H", "H", "H", "H", "H", "H", "H", "H", "C", "O", "C", "C", "N", "C", "C", "O", "C", "H", "H", "H", "H", "H", "H", "H", "H", "H", "H", "H", "H", "H", "H", "H", "C", "O", "C", "C", "N", "C", "C", "O", "C", "H", "H", "H", "H", "H", "H", "H", "H", "H", "H", "H", "H", "H", "H", "H"],
  "positions_angstrom": [[-11.656671, -12.611374, 12.861510], [-10.826735, -12.946863, 11.802777], [-10.929901, -12.166555, 10.655086], [-12.342211, -12.076889, 10.036474], [-13.044322, -13.329141, 9.502089], [-12.285247, -11.025980, 8.971490], [-12.490872, -13.308014, 12.778417], [-12.087544, -11.610233, 12.849482], [-11.169375, -12.691207, 13.833247], [-10.764762, -11.135413, 10.967461], [-10.196821, -12.544318, 9.942350], [-13.061060, -11.591685, 10.696719], [-13.059280, -14.116070, 10.256151], [-12.658846, -13.781629, 8.588445], [-14.105145, -13.180407, 9.300502], [-11.966024, -11.193743, 8.028071], [-11.876779, -10.150827, 9.267040], [-9.171705, -9.141638, 8.060944], [-10.251841, -8.346369, 8.640928], [-11.163965, -7.724239, 7.741909], [-10.857397, -6.303008, 7.243680], [-10.231160, -5.225095, 8.017163], [-12.070909, -5.679892, 6.715436], [-8.485382, -8.712996, 7.330639], [-9.700691, -9.964942, 7.580898], [-8.684734, -9.522119, 8.958830], [-11.456817, -8.215512, 6.814018], [-12.056663, -7.617555, 8.358202], [-10.099235, -6.457423, 6.475929], [-10.815262, -4.672728, 8.753246], [-9.644750, -4.522762, 7.424757], [-9.546576, -5.747753, 8.685196], [-12.831681, -5.650304, 7.379096], [-12.027179, -4.677189, 6.602441], [-14.750303, -15.592428, 14.650253], [-15.863539, -15.189599, 13.857258], [-15.583614, -14.756013, 12.506712], [-16.899775, -14.949371, 11.721908], [-17.050409, -14.320715, 10.334690], [-17.979033, -14.189497, 12.372667], [-15.066949, -15.856055, 15.659383], [-14.034875, -14.788973, 14.825569], [-14.056162, -16.313324, 14.218302], [-15.333950, -13.696509, 12.563532], [-14.760732, -15.423825, 12.251775], [-17.159104, -16.000341, 11.594188], [-17.808604, -14.848653, 9.756306], [-16.137256, -14.670062, 9.852796], [-16.990849, -13.238903, 10.215389], [-18.096852, -14.529424, 13.316418], [-17.929348, -13.181560, 12.413788], [-6.395233, -11.965050, 15.704404], [-6.797716, -11.339853, 16.869567], [-7.908422, -11.942496, 17.436402], [-9.317895, -11.610130, 16.859589], [-9.412984, -10.196860, 16.336843], [-10.351401, -11.741072, 17.834473], [-5.410387, -11.587740, 15.429070], [-7.046457, -11.564487, 14.927509], [-6.383886, -13.049489, 15.813769], [-7.780598, -13.015776, 17.577237], [-7.980850, -11.465068, 18.413597], [-9.536364, -12.297299, 16.042180], [-9.434951, -9.398739, 17.078890], [-10.159137, -10.087673, 15.549798], [-8.522720, -9.853255, 15.810080], [-10.451792, -12.740556, 17.939640], [-10.114482, -11.248468, 18.683769], [-11.834651, -8.609792, 13.137964], [-11.577314, -7.433151, 13.911741], [-12.542795, -6.483960, 13.621975], [-12.209902, -5.318324, 14.506186], [-13.357117, -4.181431, 14.514319], [-10.959626, -4.654550, 14.220012], [-11.703468, -8.409893, 12.074509], [-12.735194, -9.183324, 13.357496], [-10.981187, -9.184155, 13.498232], [-12.545595, -6.083363, 12.608263], [-13.503984, -6.926446, 13.883570], [-12.234578, -5.827909, 15.469416], [-14.227088, -4.576599, 15.038810], [-13.564250, -3.861369, 13.493157], [-12.952342, -3.327564, 15.057620], [-11.088479, -4.178763, 13.338467], [-10.140188, -5.244813, 14.234405], [-16.185456, -17.979008, 5.208074], [-15.175994, -18.742183, 5.854745], [-14.238543, -19.356617, 4.924118], [-13.301801, -18.329456, 4.354519], [-12.688064, -17.514185, 5.400534], [-11.728759, -18.084411, 6.433959], [-11.513730, -17.037858, 7.537330], [-10.691304, -17.529839, 8.614186], [-10.196045, -16.477593, 9.500443], [-15.968545, -16.910834, 5.216037], [-17.217374, -18.129567, 5.525209], [-16.360111, -18.274228, 4.173458], [-14.819338, -19.889803, 4.171468], [-13.733058, -20.052230, 5.593967], [-13.933052, -17.695684, 3.731637], [-12.708546, -18.710026, 3.523067], [-13.387046, -17.026221, 5.942219], [-10.728947, -18.101901, 6.000165], [-12.076356, -19.096070, 6.643327], [-12.446252, -16.782724, 8.040744], [-11.169349, -16.083092, 7.139924], [-10.953661, -15.927421, 10.058499], [-9.484299, -15.859292, 8.953424], [-9.536296, -17.043225, 10.158384], [-8.437787, -15.063493, 14.234020], [-7.095040, -15.364251, 14.600866], [-6.707992, -16.673552, 14.629278], [-5.412369, -16.676377, 15.483494], [-4.559885, -17.835567, 15.407377], [-3.288171, -17.623045, 16.066297], [-2.132671, -17.018307, 15.309997], [-0.929588, -17.006399, 16.095748], [0.181649, -16.424923, 15.368828], [-8.556172, -15.061501, 13.150473], [-8.772288, -14.114144, 14.652278], [-9.152495, -15.780179, 14.638582], [-6.651203, -17.029460, 13.600584], [-7.521407, -17.276690, 15.032621], [-5.770383, -16.356792, 16.462159], [-4.756415, -15.881018, 15.129612], [-4.837588, -18.695085, 15.859274], [-3.047228, -18.568013, 16.553230], [-3.580234, -17.003024, 16.913874], [-2.419866, -15.985259, 15.113944], [-1.995054, -17.377372, 14.290076], [0.605003, -17.187916, 14.715597], [0.984587, -16.301666, 16.095614], [-0.001612, -15.461861, 14.892351], [-15.319657, -12.880291, 6.852694], [-16.610943, -13.343312, 6.794147], [-16.928480, -14.726504, 6.302833], [-18.433660, -14.936648, 6.495724], [-19.327344, -13.995817, 5.751259], [-20.758431, -14.349414, 5.744278], [-21.509962, -13.527099, 4.683609], [-22.901445, -13.597751, 5.026406], [-23.758140, -12.642072, 4.323496], [-15.081645, -12.680573, 5.807920], [-14.609553, -13.598278, 7.262988], [-15.286864, -11.951511, 7.422250], [-16.408958, -15.452920, 6.927741], [-16.560952, -14.741439, 5.276772], [-18.728907, -14.625078, 7.497661], [-18.727987, -15.921782, 6.133816], [-19.210824, -13.110848, 6.223842], [-21.261648, -14.192088, 6.698279], [-21.000097, -15.404808, 5.618370], [-21.325757, -13.800370, 3.644628], [-21.179875, -12.489627, 4.736614], [-23.765416, -12.808040, 3.246227], [-23.486276, -11.650564, 4.685574], [-24.824827, -12.776117, 4.503221]],
  "forces_ev_per_angstrom": [[-1.12, -0.26, 0.28], [1.29, -0.76, 0.10], [-1.41, 0.26, 0.25], [-0.18, 0.97, -2.12], [-0.11, -0.45, 0.48], [-0.46, 0.15, 0.01], [-0.40, 0.02, 0.68], [0.18, 0.33, -0.41], [0.28, -0.35, -0.12], [0.66, 0.36, -0.35], [-0.03, 0.22, -0.04], [0.27, -0.37, 0.73], [0.33, -0.10, 0.19], [0.53, 0.24, -0.02], [0.08, 0.56, 0.07], [0.13, -0.80, 0.25], [0.07, -0.04, 0.25], [-1.78, -0.44, 0.81], [0.96, 0.44, -1.44], [-0.86, 1.39, 1.26], [-0.14, 1.24, -1.12], [2.19, -0.35, 3.21], [-1.60, -0.67, -1.29], [-0.13, 0.66, 0.29], [0.35, -0.35, -0.23], [0.41, 0.01, -0.37], [0.32, -0.90, 0.19], [-0.33, -0.24, -0.02], [-0.37, -0.08, -0.85], [-0.68, 0.01, -0.37], [-0.23, -0.09, -0.15], [0.87, 0.25, 0.16], [-0.12, -1.06, 0.54], [1.10, 0.10, -0.56], [0.49, 1.15, -0.13], [-0.02, -0.42, 0.55], [-0.42, -1.06, 1.06], [-1.24, 2.92, -0.23], [2.93, -1.76, -1.11], [-0.91, -1.74, 1.65], [-0.38, -0.40, -0.37], [-0.15, 0.84, -0.05], [-0.65, -0.82, -0.36], [0.38, 0.11, -0.40], [0.24, 0.39, -1.04], [-0.05, 0.01, 0.56], [-0.43, 0.64, 0.32], [0.41, 0.13, -0.83], [-0.59, -0.06, 0.45], [-0.18, 0.19, 0.27], [0.63, -0.08, -0.40], [0.29, 0.71, -0.98], [0.36, 0.19, 0.81], [-1.14, 1.09, 1.17], [1.01, 0.95, -1.02], [1.35, 0.97, -1.36], [-0.56, -1.13, -0.27], [0.20, -0.21, 0.24], [-0.25, -0.79, -0.64], [-0.11, -0.12, -0.35], [0.05, -0.28, -0.09], [0.23, -0.26, 0.43], [-0.14, -0.06, -0.14], [-0.79, -0.32, 0.43], [-0.58, 0.06, 0.60], [0.51, -0.53, -0.21], [-0.44, 0.00, 1.07], [-0.04, -0.30, 0.27], [2.28, -0.06, 0.92], [-0.52, -1.05, -1.17], [-0.39, 1.19, 0.38], [-1.93, 1.29, 0.87], [1.67, -1.54, 0.23], [-0.30, 0.14, 0.32], [-0.26, -0.01, -0.14], [-0.40, 0.51, 0.15], [-0.11, -0.78, -0.58], [0.08, -0.59, -0.68], [-0.50, 0.30, -0.18], [0.54, 0.67, 0.58], [-0.17, 0.20, -0.31], [-0.28, -0.09, -0.02], [-0.10, -0.07, 0.05], [0.56, 0.03, -0.18], [-0.16, -0.16, -0.28], [-0.17, -0.01, -0.82], [-0.60, 0.02, -0.71], [-0.72, -0.17, 1.36], [-0.83, 0.51, 0.18], [1.54, 0.56, 0.49], [-0.11, 0.94, -1.90], [-1.12, -0.53, 1.66], [0.18, 1.01, -0.34], [0.73, -1.84, -0.98], [0.08, -0.04, 0.04], [0.22, -0.19, 1.29], [0.75, -0.06, -0.50], [0.16, -0.16, -0.18], [0.15, -0.27, -0.36], [-0.21, 0.70, 0.33], [1.01, -0.39, 0.72], [-0.39, -0.15, -0.36], [-0.02, -0.67, -0.44], [0.37, 0.12, 1.05], [-0.66, 0.04, -0.21], [0.52, -0.16, -0.39], [-0.13, 0.00, -0.23], [-0.41, 0.58, -0.19], [-0.33, 0.12, 0.47], [0.12, -0.56, 0.02], [-1.09, 2.70, 0.46], [0.31, -1.10, -0.39], [-0.66, -0.09, -1.03], [0.34, -0.99, -0.81], [-0.14, -0.30, 1.60], [0.13, 1.23, -0.20], [-0.21, 0.42, -1.01], [0.11, -1.20, 1.23], [0.00, 0.13, -0.13], [0.58, 0.23, -0.12], [0.08, -0.46, 0.11], [0.85, -0.33, -0.23], [0.05, -0.37, 0.68], [0.27, -0.24, 0.62], [-0.40, 0.34, -0.18], [-1.23, 0.26, -0.34], [0.64, -0.12, -0.32], [0.91, 0.56, 0.44], [0.04, 0.51, 0.06], [0.19, -0.92, 0.09], [-0.33, 0.20, -0.70], [-0.20, 0.30, 0.26], [-0.38, -0.15, -0.13], [0.55, -0.28, -1.26], [-2.96, -1.93, 0.74], [0.29, 2.55, 0.84], [-0.94, 1.58, -0.88], [0.40, -0.54, -0.96], [-0.12, 0.25, -0.11], [-0.62, 0.49, 0.68], [-0.96, 0.35, -0.80], [0.66, -0.90, 0.51], [0.98, 0.35, -0.11], [0.06, -0.10, 0.07], [-0.06, -0.09, 0.05], [0.22, -0.06, 0.00], [-0.30, -0.37, -0.20], [0.68, -1.44, 0.81], [0.17, -0.25, 0.68], [-0.15, 0.27, -0.25], [-0.01, 0.61, 0.34], [0.77, -0.27, -0.56], [0.01, -0.57, -0.03], [0.12, 0.31, 0.23], [0.88, 0.42, -0.24], [0.06, 0.23, -0.61], [0.16, -0.49, 0.99]],
  "e_lumo_ev": 0.41,
  "largest_force_ev_per_a": 3.9,
  "gap_ev": 9.12,
  "e_above_lowest_kcal_mol": 153.48
}